# 1
Entry from OMol25: the molecule C20H21FN2OS (the ωB97M-V functional and the def2-TZVPD basis).

Properties
Highest occupied orbital energy = -7.956 eV
Structure (SMILES) = Cc1ccccc1NC(=S)N1CCC(C(=O)c2ccc(F)cc2)CC1
Total energy = -39662.1077 eV

ORCA input file:
```
! RIJCOSX wB97M-V def2-TZVPD def2/J DEFGRID3
* xyz 0 1
C -0.761 0.510 -2.336
C 0.420 2.390 -1.171
C -0.500 -4.712 -0.071
C -1.909 4.512 1.825
C -1.714 2.259 0.996
C -1.594 1.253 -0.087
H 0.430 -1.418 2.014
H -1.637 2.415 -1.846
H -1.362 -5.346 0.066
H 3.178 -1.682 0.395
H -1.273 -3.129 1.149
H 0.701 -1.098 -2.459
C 0.559 -5.128 -0.860
C -0.940 1.702 -1.391
H 0.593 3.141 -1.943
C 1.748 -3.072 -0.390
H -1.864 2.297 4.392
C -1.850 2.653 3.375
C -1.756 1.784 2.307
H -1.801 4.022 -0.240
H 2.378 1.654 -0.594
H -0.326 0.868 -3.271
H 2.942 -1.560 -1.342
H -1.981 5.576 1.665
C 0.652 -2.642 0.366
C -0.451 -3.475 0.540
H -0.484 -1.271 -1.153
C 1.035 -0.180 0.577
C 3.001 -2.259 -0.509
H -1.729 0.063 -2.560
H 0.439 2.885 -0.201
C 1.668 -4.316 -1.004
N 0.650 -1.400 1.028
H -1.700 0.720 2.471
H 1.899 1.199 -2.244
C -1.799 3.632 0.766
N 1.061 0.061 -0.754
H 0.527 -6.090 -1.349
S 1.467 0.965 1.703
F -2.021 4.871 4.145
H 3.854 -2.913 -0.679
H 2.507 -4.658 -1.594
C -1.921 4.010 3.115
C 0.139 -0.558 -1.687
O -2.016 0.126 0.062
C 1.541 1.342 -1.220
*
```

---

# 2
Entry from OMol25: a structure of composition C20H21N2O5RuSSe3Te2 (the ωB97M-V functional and the def2-TZVPD basis).

Properties
Highest occupied orbital energy (spin up / spin down) = -7.057 / -7.082 eV
Total energy = -258339.9542 eV

ORCA input file:
```
! RIJCOSX wB97M-V def2-TZVPD def2/J DEFGRID3
* xyz 0 2
C -1.007 1.777 -5.040
Se -0.037 -2.293 0.617
H -0.372 5.169 -0.843
H -4.497 -4.004 -0.877
H 1.670 -1.577 -1.903
C 1.641 -0.588 -3.825
H -2.649 4.085 -5.331
H 1.231 0.542 -5.623
H -3.831 0.051 -2.376
C -6.712 2.097 -0.840
C -5.112 -3.708 1.148
Te -2.920 0.687 0.714
C 1.153 -0.886 -2.564
H -1.601 0.870 -2.430
H -1.206 5.068 0.732
H -3.280 -1.868 -1.015
N -2.236 2.158 -4.630
H -2.611 1.957 -3.718
H -5.593 -3.129 3.144
C -4.439 -1.629 2.148
O -0.529 2.162 -6.090
Se 3.586 -0.259 0.139
S -0.563 2.945 -0.034
C -5.779 0.873 -2.675
H -4.436 -0.958 2.996
H -7.534 2.641 -0.400
C -3.049 3.057 -5.403
H -3.010 2.743 -6.459
O 0.572 2.455 -0.814
C -3.803 -2.136 -0.101
Se 0.189 -0.731 2.313
C -4.630 0.636 -1.935
C -0.365 4.723 0.143
Ru -0.342 0.296 0.009
H -5.871 0.468 -3.673
C -3.798 -1.258 0.977
O -1.835 2.715 -0.704
H -7.718 1.774 -2.703
N 0.009 -0.369 -2.110
C -5.565 1.867 -0.103
C 0.918 0.278 -4.625
C -4.521 1.129 -0.644
H 2.565 -1.030 -4.159
C -0.686 0.474 -2.871
Te 1.962 1.041 1.323
O -0.565 2.395 1.331
C -0.272 0.831 -4.146
H 0.574 4.930 0.646
C -6.819 1.602 -2.127
O -4.341 2.969 -4.874
H -5.621 -4.658 1.216
H -4.905 3.628 -5.291
C -4.467 -3.345 -0.022
H -5.478 2.252 0.904
C -5.086 -2.849 2.233
*
```

---

# 3
Entry from OMol25: the molecule C20H21N3O3S (the ωB97M-V functional and the def2-TZVPD basis).

Properties
Highest occupied orbital energy = -7.947 eV
Structure (SMILES) = COC(=O)c1ccc(COc2ccc(/C=C/C(C)=N/NC(N)=S)cc2)cc1
ΔE to the lowest compared entry with this formula, charge and spin = 6.3576 eV
Total energy = -42525.0127 eV

ORCA input file:
```
! RIJCOSX wB97M-V def2-TZVPD def2/J DEFGRID3
* xyz 0 1
C 0.496 0.113 0.183
H 0.122 -3.141 -0.381
C 1.114 4.856 -0.728
O 4.852 6.334 -3.506
H -3.338 -5.844 6.060
H -4.326 -7.139 0.158
H -0.136 2.511 0.127
N -4.168 -6.164 2.932
C -0.079 -2.182 0.015
O 1.323 1.137 -0.310
C 2.920 5.596 -2.208
H -2.500 -0.691 1.847
C -3.875 -6.455 4.230
H -2.454 -7.410 0.391
N -3.535 -5.449 5.121
C -1.609 -0.748 1.141
H -0.850 1.188 1.533
H 3.166 2.275 -1.769
C 0.956 2.459 -0.005
H 5.635 8.309 -3.806
H 4.245 4.069 -2.956
H -4.592 -7.002 2.509
C 1.632 3.613 -0.761
S -4.266 -7.904 4.995
C 2.770 3.294 -1.593
H 4.871 7.542 -5.227
H 1.611 -1.276 -1.039
H 1.229 2.669 1.022
C -1.349 -1.985 0.587
C 3.340 4.341 -2.400
C -3.284 -6.730 0.135
N -3.536 -5.184 2.202
C -2.407 -4.296 0.370
C 0.785 -1.117 -0.310
C 5.458 7.420 -4.284
C -0.664 0.284 0.984
O 3.614 7.791 -2.330
H -2.956 -2.888 1.848
C -3.068 -5.470 1.013
H -3.015 -6.531 -0.918
C 3.789 6.700 -2.766
C 1.797 5.900 -1.464
H 1.514 6.910 -1.138
H -1.738 -4.450 -0.451
H -3.778 -4.443 4.925
H 0.152 5.121 -0.359
H 6.491 7.095 -4.571
C -2.359 -3.030 0.950
*
```